No. 1
This record from the Open Molecules 2025 dataset describes C5H14N2O in the gas phase. The level of theory is wB97M-V/def2-TZVPD.

Results
HOMO level = -8.4 eV
Spin multiplicity = 1
Structure (SMILES) = CCN[C@H](CN)CO

Structure (XYZ):
```
22
Properties=species:S:1:pos:R:3:forces:R:3
C 0.8737 0.6296 -1.5964 -1.755 -1.797 -0.194
H 1.0347 -1.0639 0.5243 -0.769 1.395 0.770
H -2.7824 -1.8132 -0.6731 -2.286 0.410 -0.820
H -0.3907 0.9959 -3.1231 -3.624 1.535 -0.031
H -0.9826 0.6938 1.9883 0.612 -0.996 0.678
H 2.0665 1.0890 2.5507 -0.307 -0.438 -0.301
H 0.1176 1.5490 1.2596 0.909 2.684 -1.169
O 0.4340 0.7116 -2.9079 4.071 -0.924 -1.252
H 1.3510 1.4652 -1.2564 0.334 3.256 1.145
C -0.2813 0.0952 -0.6903 -0.579 0.464 0.599
H 1.4437 -0.5143 3.0858 -0.904 2.353 0.322
H 1.7954 0.0576 -1.7049 -0.434 -1.442 0.511
H -1.1794 0.9128 -0.5081 2.527 -1.648 -0.208
N -1.8305 -1.9140 -0.5519 3.318 0.872 -0.462
H 0.9246 1.2367 3.7308 -0.950 -0.182 0.979
N 0.2692 -0.3663 0.6506 -0.880 -0.226 -1.728
H -0.0205 -1.6515 -1.8482 -1.885 0.281 0.469
H -1.6267 -1.5483 0.3776 0.143 -0.356 -0.034
H -1.4787 -0.7330 -2.4360 0.324 -0.410 1.399
C -0.9673 -1.0740 -1.4852 1.085 -1.088 0.518
C 1.1279 0.6097 2.8965 1.382 -2.358 -2.277
C 0.1016 0.6322 1.7172 -0.331 -1.385 1.085
```
Positions in Å, forces in eV/Å.

Partial atomic charges computed with the natural (NBO) method, in multiples of e: -0.08 0.40 0.35 0.47 0.17 0.21 0.17 -0.73 0.16 -0.06 0.21 0.18 0.19 -0.84 0.22 -0.70 0.18 0.37 0.20 -0.24 -0.62 -0.20



No. 2
This record from the Open Molecules 2025 dataset describes 3 unconnected molecules or ions with the total composition C5H14N2O. The level of theory is wB97M-V/def2-TZVPD.

Results
HOMO level = -6.3 eV
Spin multiplicity = 1

Structure (XYZ):
```
22
Properties=species:S:1:pos:R:3:forces:R:3
O 0.4884 -1.8394 0.9989 0.421 0.020 0.159
C -1.8434 -0.2650 0.5828 1.738 -0.748 1.519
N 2.2555 0.1357 -0.5733 -0.905 0.230 -1.317
C -2.2153 1.1915 0.6222 0.106 0.224 -0.001
H -3.1534 1.3673 1.1626 0.076 -0.054 -0.119
H -2.3261 -0.8553 -0.1928 0.364 0.023 -0.186
H 2.6836 -0.6775 -0.1245 -0.421 0.172 0.112
H 3.3481 1.2232 0.7955 -0.229 -0.184 -0.218
C -0.0558 -1.0512 -1.7927 0.147 -0.037 0.026
C 0.2242 -0.5355 0.6945 -4.598 0.234 0.527
H -1.9770 -0.7830 1.5320 -0.318 0.124 0.045
H 2.5074 2.1034 -0.2899 0.111 -0.298 -0.005
C 0.2013 -0.1304 -0.6398 4.375 0.322 -0.737
H 0.9813 -1.8518 1.8316 -0.297 -0.125 -0.217
H -1.4463 1.7892 1.1299 -0.078 -0.075 -0.043
H 0.4614 0.2037 1.4565 0.139 0.018 -0.224
H 0.7665 -0.9549 -2.5060 -0.068 0.051 0.067
H -0.9790 -0.7783 -2.3076 0.009 0.018 0.053
H -2.3279 1.6044 -0.3834 -0.010 0.014 0.057
H 0.0674 0.9314 -0.7985 -0.257 -0.071 0.111
H -0.1245 -2.0958 -1.4875 0.023 0.103 0.083
N 2.4637 1.2683 0.2896 -0.328 0.039 0.309
```
Positions in Å, forces in eV/Å.

Partial atomic charges computed with the natural (NBO) method, in multiples of e: -0.70 -0.45 -0.62 -0.65 0.22 0.20 0.31 0.34 -0.67 0.18 0.20 0.34 0.00 0.49 0.21 0.21 0.25 0.22 0.20 0.22 0.23 -0.73



No. 3
This record from the Open Molecules 2025 dataset describes C5H14N2O in the gas phase. The level of theory is wB97M-V/def2-TZVPD.

Results
HOMO level = -8.7 eV
Spin multiplicity = 1
Structure (SMILES) = NCNCCCCO

Structure (XYZ):
```
22
Properties=species:S:1:pos:R:3:forces:R:3
H 1.1187 0.7471 0.4425 -0.081 -0.018 0.125
H -2.7297 -2.4142 1.3411 0.038 -0.149 0.232
H -0.4152 0.5988 1.2814 -0.219 0.364 -0.094
C 0.3099 -1.9150 0.5058 0.355 0.733 -0.754
H -1.2496 -0.7460 -0.5487 -0.086 -0.684 -0.144
H -0.6381 -3.7651 1.0696 0.441 -0.517 0.218
C 0.5001 2.8265 -0.7379 1.025 0.020 -0.965
O -2.0382 -2.3849 0.6809 -0.167 0.101 -0.171
C -0.1759 -0.7704 -0.3866 -1.072 1.957 1.408
H -0.8165 -2.5237 2.3098 0.432 0.141 0.330
N -0.3727 1.6857 -0.6273 -0.461 -0.544 0.940
C -0.7557 -2.7091 1.2464 -1.208 0.203 -0.643
H -0.0060 3.5430 -1.3652 -0.476 0.469 0.139
H 2.3977 2.0430 -1.0069 1.282 -1.261 0.871
H 0.2577 -0.6769 -1.3555 0.682 -0.434 -0.670
C 0.0393 0.6209 0.2826 1.048 -0.722 -0.609
H -1.3401 1.9162 -0.4547 -0.015 0.343 -0.140
H 1.4156 2.0709 -2.3530 0.451 -0.355 -0.024
H 0.8870 -2.5208 -0.1690 0.194 -0.846 0.000
H 1.0417 -1.4809 1.1822 0.070 -0.126 0.376
N 1.7132 2.5196 -1.4999 -1.855 1.531 -0.825
H 0.8570 3.3354 0.1624 -0.376 -0.207 0.401
```
Positions in Å, forces in eV/Å.

Partial atomic charges computed with the natural (NBO) method, in multiples of e: 0.17 0.47 0.17 -0.45 0.23 0.17 -0.05 -0.74 -0.40 0.16 -0.66 -0.06 0.18 0.35 0.20 -0.21 0.36 0.36 0.21 0.20 -0.84 0.16



No. 4
This record from the Open Molecules 2025 dataset describes C5H14N2O in the gas phase. The level of theory is wB97M-V/def2-TZVPD.

Results
HOMO level = -7.7 eV
Spin multiplicity = 1
Structure (SMILES) = CN(C)C[C@](C)(N)O

Structure (XYZ):
```
22
Properties=species:S:1:pos:R:3:forces:R:3
H -1.6064 -0.7841 -1.5361 0.041 -0.126 -0.010
C 2.3991 -0.4163 1.0582 -0.194 -0.396 -2.343
C 1.0028 -0.3792 -0.1002 3.535 -0.015 4.062
O 0.8749 -1.6270 -0.6691 -0.120 -0.148 -0.237
H -1.3657 2.2513 0.6117 0.041 -0.147 -0.085
H -2.8008 1.7031 -0.2341 0.127 -0.231 0.078
H -1.8272 -1.8483 -0.1176 0.154 0.174 -0.105
H 3.2858 -0.1934 0.4587 -0.001 -0.136 -0.110
N -1.4916 0.1670 0.3765 1.831 -0.385 1.611
H 1.2200 1.5293 -0.7131 0.071 -0.067 -0.115
H 0.5603 0.5185 -1.8390 -0.093 0.079 0.153
C -2.0150 -0.8457 -0.5142 0.047 -0.147 0.099
H 0.2277 0.8128 1.5511 0.223 -0.256 -0.055
H 2.4552 0.2619 1.9122 -0.674 0.085 -0.158
H -1.2583 1.7199 -1.0841 -0.021 0.052 -0.016
C 0.0517 -0.1113 1.0056 -5.423 0.469 -2.667
H -0.1173 -0.9828 1.6335 0.307 0.145 0.115
H 1.5151 -1.6615 -1.3970 -0.107 -0.057 0.228
H 2.4781 -1.4500 1.4027 -0.157 0.109 -0.004
N 1.2457 0.5897 -1.0930 0.096 0.617 -0.573
C -1.7262 1.5056 -0.1073 0.162 0.168 0.036
H -3.1077 -0.7595 -0.6056 0.154 0.213 0.096
```
Positions in Å, forces in eV/Å.

Partial atomic charges computed with the natural (NBO) method, in multiples of e: 0.15 -0.69 0.43 -0.70 0.19 0.20 0.21 0.21 -0.47 0.37 0.37 -0.41 0.21 0.20 0.14 -0.24 0.23 0.48 0.21 -0.86 -0.41 0.19



No. 5
This record from the Open Molecules 2025 dataset describes C5H14N2O in the gas phase. The level of theory is wB97M-V/def2-TZVPD.

Results
HOMO level = -8.2 eV
Spin multiplicity = 1
Structure (SMILES) = C[C@@H](CCO)NCN

Structure (XYZ):
```
22
Properties=species:S:1:pos:R:3:forces:R:3
H 1.5139 0.4704 -0.4527 -0.078 0.831 0.173
H 2.0503 -0.7762 0.4878 -0.088 0.006 0.344
H -2.0261 0.5629 -1.4241 0.112 -0.323 -0.946
H 0.6969 -2.3938 -1.7488 -0.128 0.047 -0.112
H -0.2384 2.3115 -0.1938 0.133 0.169 -0.448
H 1.7136 1.8808 1.5091 0.531 -0.034 0.514
H -1.2135 -1.5878 -2.6241 0.320 -0.202 0.069
O 0.1719 -2.0008 -1.0477 0.254 -0.125 -0.494
H -1.8199 -0.1454 0.8303 -0.362 0.475 -0.093
C -1.0156 1.8740 0.4139 -0.731 0.967 1.598
H 2.3350 0.6319 2.3935 -0.200 0.084 -0.135
H 0.0556 -1.1352 1.2460 0.059 0.036 -0.205
C -1.0828 0.0481 -1.2229 0.006 0.064 2.139
H -0.2242 0.5763 -1.6124 -0.003 0.134 -0.793
H -1.8275 -1.9507 -1.0030 -0.270 0.096 -0.217
H -0.8488 2.2634 1.4282 0.353 -0.541 0.050
C 1.4923 0.1647 0.5959 0.912 -1.716 -0.422
C -0.9933 0.3653 0.3292 0.453 -0.679 -0.731
H -1.9801 2.3609 0.2265 0.076 -0.401 -0.767
N 2.2781 1.0296 1.4606 -0.634 0.756 -0.671
C -1.0379 -1.4318 -1.5552 -0.450 0.228 0.530
N 0.1643 -0.1569 1.0328 -0.264 0.128 0.616
```
Positions in Å, forces in eV/Å.

Partial atomic charges computed with the natural (NBO) method, in multiples of e: 0.17 0.18 0.22 0.48 0.20 0.35 0.17 -0.74 0.19 -0.64 0.35 0.38 -0.45 0.20 0.16 0.22 -0.07 -0.03 0.22 -0.83 -0.07 -0.66



No. 6
This record from the Open Molecules 2025 dataset describes 2 unconnected molecules or ions with the total composition C5H14N2O. The level of theory is wB97M-V/def2-TZVPD.

Results
HOMO level = -8.2 eV
Spin multiplicity = 1
Structure (SMILES) = C=CCCNCN.O

Structure (XYZ):
```
22
Properties=species:S:1:pos:R:3:forces:R:3
H -0.6103 -1.4315 3.8206 1.533 -2.571 -0.670
H 0.4272 -0.4200 -2.0502 -0.070 -0.718 1.782
N -0.9146 1.1598 -0.1357 2.621 3.192 2.060
H 0.9571 3.4327 -1.3858 -0.197 -0.764 0.866
N 0.8075 2.4747 -0.9822 -0.370 4.481 -0.333
H -2.1511 -1.0233 3.4890 -0.020 -1.010 -0.475
H -1.3388 2.9637 -1.2380 1.842 -0.774 0.510
C -0.8371 -0.2556 -0.2881 -1.189 0.079 2.472
H -1.7579 -0.5483 -0.6817 -1.695 -0.636 -1.080
C 0.2545 -0.9665 -1.0263 -2.828 1.169 -4.391
C -0.5545 2.1108 -1.2481 -1.930 -0.863 1.253
H -0.7520 1.7161 -2.2351 0.173 -0.832 -0.311
H -0.2241 -1.9577 -1.3667 1.103 1.258 0.672
H -0.9377 -0.6052 0.8088 0.534 0.039 -1.667
O -1.2990 -0.8391 3.8557 -1.497 3.591 1.109
C 1.3681 -1.0821 -0.1768 1.116 -4.219 1.601
H 0.6055 -3.0433 0.2989 -0.521 0.015 -0.243
H -0.1801 1.5160 0.6862 -2.600 -1.334 -2.758
H 1.5146 2.0113 -1.4612 1.020 -1.964 -1.064
C 1.3423 -2.2860 0.4692 -0.831 2.989 -2.392
H 2.1548 -2.5961 0.9355 3.473 -1.259 2.837
H 2.1255 -0.3305 -0.0878 0.333 0.130 0.221
```
Positions in Å, forces in eV/Å.

Partial atomic charges computed with the natural (NBO) method, in multiples of e: 0.48 0.20 -0.64 0.35 -0.85 0.49 0.19 -0.22 0.18 -0.47 -0.07 0.17 0.22 0.20 -0.97 -0.17 0.18 0.37 0.36 -0.39 0.18 0.22



Number 1: orbital gap 9.348 eV. Number 2: orbital gap 7.032 eV. Number 3: orbital gap 9.543 eV. Number 4: orbital gap 8.572 eV. Number 5: orbital gap 9.054 eV. Number 6: orbital gap 9.202 eV.